[1]
{
  "formula": "C3H9FN",
  "method": "wB97M-V/def2-TZVPD",
  "e_lumo_ev": [-4.43, -4.01],
  "relative_energy_ev": 3.6906,
  "charge": 1,
  "elements": ["C", "C", "C", "N", "F", "H", "H", "H", "H", "H", "H", "H", "H", "H"],
  "positions_angstrom": [[2.066, -0.599, 0.060], [0.069, 0.906, -0.002], [-2.412, 0.431, -0.056], [0.528, -0.493, -0.098], [-2.413, -0.863, -0.079], [2.376, -0.286, 1.176], [2.189, -1.585, -0.139], [2.509, -0.113, -0.776], [0.195, 1.493, -0.796], [0.059, 1.247, 0.919], [-2.855, 0.996, -0.947], [-2.410, 0.737, 1.017], [0.093, -0.795, -0.931], [0.007, -1.075, 0.651]],
  "mulliken_charge": [-0.84, -1.09, -0.16, -0.19, -0.20, 0.31, 0.42, 0.36, 0.43, 0.52, 0.33, 0.31, 0.39, 0.41]
}

***

[2]
{
  "formula": "C3H9FN2",
  "method": "wB97M-V/def2-TZVPD",
  "e_lumo_ev": 1.05,
  "relative_energy_ev": 0.3658,
  "elements": ["N", "C", "C", "N", "C", "F", "H", "H", "H", "H", "H", "H", "H", "H", "H"],
  "positions_angstrom": [[-0.789, -0.759, -1.797], [-0.109, 0.348, -1.042], [0.177, -0.145, 0.308], [-1.073, -0.391, 1.097], [0.972, 0.757, 1.233], [1.353, 0.082, 2.369], [-1.223, -0.395, -2.644], [-0.075, -1.372, -2.113], [0.819, 0.609, -1.520], [-0.668, 1.300, -0.959], [0.795, -1.047, 0.111], [-1.620, -1.057, 0.580], [-0.727, -0.681, 1.951], [0.307, 1.582, 1.618], [1.862, 1.170, 0.808]],
  "mulliken_charge": [-0.63, -0.69, 0.50, -0.73, -0.61, -0.30, 0.22, 0.22, 0.31, 0.41, 0.14, 0.26, 0.24, 0.31, 0.34]
}